Entry P
204
Properties=species:S:1:pos:R:3 method="wB97M-V/def2-TZVPD" smiles=COC[C@H](C)N.COC[C@H](C)N.COC[C@H](C)N.COC[C@H](C)N.COC[C@H](C)N.COC[C@H](C)N.COC[C@H](C)N.COC[C@H](C)N.COC[C@H](C)N.COC[C@H](C)N.COC[C@H](C)N.COC[C@H](C)N gap_ev=8.541 homo_energy_ha=-0.3034
C 0.67 -9.55 -1.10
C -0.52 -8.69 -0.68
C -0.47 -7.35 -1.40
O -1.46 -6.58 -0.74
C -1.57 -5.25 -1.25
N -1.73 -9.48 -0.92
H 0.55 -10.54 -0.65
H 1.55 -9.03 -0.72
H 0.73 -9.64 -2.18
H -0.36 -8.49 0.38
H -0.68 -7.53 -2.45
H 0.49 -6.85 -1.30
H -2.15 -4.59 -0.60
H -1.98 -5.17 -2.26
H -0.62 -4.71 -1.35
H -2.55 -8.91 -0.81
H -1.74 -10.22 -0.23
C 0.26 -2.71 -4.31
C 1.48 -1.75 -4.41
C 0.98 -0.29 -4.51
O 2.13 0.56 -4.46
C 1.92 1.91 -4.94
N 2.25 -2.00 -3.25
H 0.57 -3.73 -4.54
H -0.45 -2.41 -5.08
H -0.24 -2.67 -3.34
H 2.07 -1.97 -5.29
H 0.36 0.11 -3.71
H 0.36 -0.08 -5.38
H 1.70 1.89 -6.01
H 2.80 2.54 -4.79
H 1.07 2.30 -4.38
H 2.77 -1.16 -3.05
H 2.85 -2.77 -3.49
C -0.57 -1.39 0.98
C 0.15 -1.14 -0.34
C 1.39 -0.22 -0.13
O 1.08 1.09 0.27
C 0.34 1.90 -0.66
N 0.53 -2.40 -0.80
H 0.11 -1.85 1.71
H -1.39 -2.09 0.92
H -0.91 -0.46 1.44
H -0.55 -0.66 -1.02
H 2.00 -0.19 -1.03
H 2.02 -0.67 0.64
H 0.69 2.90 -0.41
H -0.74 1.82 -0.54
H 0.59 1.59 -1.68
H 1.34 -2.74 -0.30
H 0.91 -2.28 -1.72
C -0.35 -5.03 2.54
C -1.40 -6.08 2.70
C -1.60 -6.54 4.19
O -2.75 -7.35 4.42
C -2.63 -8.09 5.66
N -2.66 -5.59 2.15
H -0.64 -4.16 3.12
H -0.30 -4.76 1.49
H 0.69 -5.26 2.78
H -1.23 -6.96 2.08
H -1.72 -5.62 4.77
H -0.70 -7.02 4.56
H -3.42 -8.84 5.60
H -2.74 -7.42 6.51
H -1.65 -8.57 5.69
H -2.77 -5.79 1.16
H -3.44 -6.07 2.59
C 2.20 3.48 3.76
C 3.31 2.54 4.01
C 2.96 1.06 3.68
O 4.18 0.29 3.98
C 3.98 -1.12 3.78
N 4.42 3.09 3.25
H 2.46 4.52 3.95
H 1.41 3.22 4.47
H 1.87 3.38 2.72
H 3.59 2.54 5.07
H 2.84 0.97 2.60
H 2.06 0.80 4.23
H 3.74 -1.34 2.74
H 3.19 -1.57 4.38
H 4.90 -1.62 4.07
H 5.18 2.43 3.14
H 4.07 3.16 2.31
C 6.05 -3.59 1.76
C 5.71 -3.50 0.28
C 4.46 -2.75 -0.10
O 3.14 -3.09 0.46
C 2.77 -4.44 0.36
N 6.90 -3.07 -0.39
H 6.69 -4.45 1.95
H 5.10 -3.70 2.28
H 6.47 -2.68 2.18
H 5.49 -4.50 -0.10
H 4.23 -2.80 -1.17
H 4.61 -1.69 0.11
H 1.69 -4.56 0.29
H 3.11 -4.96 1.26
H 3.17 -4.98 -0.49
H 6.94 -3.10 -1.39
H 6.91 -2.08 -0.21
C -2.72 -0.03 5.70
C -1.86 -0.02 4.43
C -0.71 1.04 4.53
O -1.26 2.34 4.81
C -2.14 2.92 3.81
N -1.24 -1.35 4.32
H -2.09 0.09 6.58
H -3.30 -0.94 5.79
H -3.53 0.70 5.65
H -2.53 0.21 3.60
H -0.12 1.02 3.61
H 0.04 0.88 5.30
H -2.15 3.99 4.03
H -3.12 2.44 3.79
H -1.70 2.89 2.82
H -0.67 -1.32 3.48
H -1.98 -2.01 4.12
C -4.23 -1.92 1.82
C -4.62 -2.69 3.13
C -5.62 -3.88 2.84
O -6.06 -4.56 4.04
C -7.18 -3.88 4.62
N -3.35 -3.16 3.70
H -3.62 -1.04 1.99
H -5.15 -1.44 1.45
H -3.86 -2.48 0.96
H -5.17 -2.02 3.78
H -5.18 -4.70 2.29
H -6.45 -3.49 2.25
H -7.96 -3.56 3.92
H -6.84 -2.94 5.04
H -7.78 -4.47 5.31
H -3.08 -3.96 3.15
H -3.63 -3.50 4.60
C -4.10 0.34 -6.69
C -4.91 0.90 -5.53
C -4.07 1.91 -4.79
O -2.86 1.29 -4.33
C -2.30 2.04 -3.23
N -6.06 1.58 -6.12
H -3.94 1.09 -7.47
H -4.57 -0.47 -7.25
H -3.16 -0.08 -6.34
H -5.20 0.05 -4.91
H -4.63 2.23 -3.91
H -3.77 2.80 -5.34
H -2.57 1.61 -2.27
H -2.61 3.09 -3.18
H -1.21 1.96 -3.31
H -5.75 2.48 -6.48
H -6.50 1.88 -5.26
C -0.24 5.61 1.01
C -1.25 6.80 1.17
C -1.21 7.87 -0.05
O -2.32 8.74 -0.08
C -2.25 9.68 -1.06
N -2.58 6.36 1.37
H -0.29 5.04 1.94
H 0.75 6.01 0.85
H -0.54 4.90 0.23
H -0.98 7.34 2.08
H -1.15 7.40 -1.03
H -0.28 8.43 -0.02
H -2.14 9.30 -2.07
H -1.45 10.42 -0.97
H -3.20 10.21 -1.03
H -2.98 5.97 0.53
H -3.08 7.24 1.28
C 4.81 1.29 -0.12
C 4.45 2.72 -0.36
C 4.24 3.09 -1.87
O 3.78 4.43 -1.97
C 3.96 5.03 -3.28
N 3.28 3.00 0.46
H 4.06 0.59 -0.49
H 4.98 1.08 0.94
H 5.64 1.16 -0.81
H 5.32 3.30 -0.06
H 3.41 2.53 -2.30
H 5.15 2.89 -2.43
H 3.15 4.73 -3.95
H 4.85 4.65 -3.77
H 4.05 6.11 -3.17
H 2.79 3.71 -0.07
H 2.65 2.22 0.33
C 0.26 9.30 -4.75
C 1.25 8.65 -3.67
C 1.22 7.10 -3.61
O -0.06 6.67 -3.17
C -0.07 5.38 -2.62
N 2.57 9.21 -3.84
H 0.29 10.35 -5.02
H -0.73 9.01 -4.41
H 0.42 8.72 -5.67
H 0.93 9.02 -2.69
H 2.03 6.73 -2.99
H 1.42 6.75 -4.62
H 0.48 5.33 -1.68
H 0.42 4.63 -3.24
H -1.11 5.12 -2.44
H 2.68 10.20 -4.00
H 3.08 9.00 -3.00

Entry Q
204
Properties=species:S:1:pos:R:3 method="wB97M-V/def2-TZVPD" smiles=COC[C@H](C)N.COC[C@H](C)N.COC[C@H](C)N.COC[C@H](C)N.COC[C@H](C)N.COC[C@H](C)N.COC[C@H](C)N.COC[C@H](C)N.COC[C@H](C)N.COC[C@H](C)N.COC[C@H](C)N.COC[C@H](C)N gap_ev=9.423 homo_energy_ha=-0.3279
C -20.99 10.23 -5.14
C -22.44 9.81 -5.21
C -22.87 9.19 -6.52
O -22.78 10.12 -7.58
C -21.78 9.82 -8.53
N -22.65 8.81 -4.12
H -20.70 11.01 -5.84
H -20.45 9.32 -5.45
H -20.71 10.54 -4.13
H -23.13 10.67 -5.11
H -23.88 8.77 -6.45
H -22.28 8.28 -6.75
H -20.89 9.41 -8.04
H -21.64 10.69 -9.17
H -22.13 9.03 -9.23
H -23.64 8.92 -3.92
H -22.12 9.14 -3.32
C -22.62 10.03 0.90
C -22.99 9.66 -0.53
C -23.86 10.74 -1.16
O -25.12 10.82 -0.52
C -26.11 9.96 -1.05
N -21.76 9.56 -1.38
H -21.89 9.31 1.28
H -23.47 9.98 1.59
H -22.19 11.03 0.89
H -23.53 8.72 -0.62
H -23.95 10.60 -2.25
H -23.45 11.74 -0.99
H -25.87 8.92 -0.78
H -26.16 10.02 -2.15
H -27.06 10.28 -0.65
H -21.14 10.27 -0.98
H -21.27 8.71 -1.10
C -18.16 11.68 -1.23
C -17.83 12.07 0.20
C -18.98 11.71 1.09
O -18.68 12.09 2.41
C -19.68 11.70 3.31
N -16.63 11.35 0.63
H -18.29 10.60 -1.34
H -17.34 11.94 -1.90
H -19.07 12.14 -1.61
H -17.68 13.16 0.23
H -19.19 10.63 1.08
H -19.88 12.20 0.70
H -19.85 10.61 3.26
H -20.65 12.17 3.12
H -19.36 11.96 4.32
H -15.80 11.66 0.13
H -16.47 11.53 1.61
C -20.00 2.03 -9.23
C -19.77 3.12 -8.18
C -20.91 4.12 -8.15
O -20.56 5.24 -7.37
C -20.37 6.43 -8.12
N -19.56 2.53 -6.87
H -21.04 2.03 -9.57
H -19.79 1.05 -8.80
H -19.39 2.17 -10.12
H -18.86 3.67 -8.46
H -21.81 3.64 -7.74
H -21.24 4.45 -9.15
H -20.08 7.22 -7.44
H -21.36 6.72 -8.52
H -19.73 6.25 -8.99
H -19.46 3.23 -6.14
H -20.35 1.96 -6.57
C -24.34 5.88 -2.26
C -22.87 5.72 -1.86
C -22.49 4.51 -1.04
O -23.25 4.51 0.16
C -22.57 3.94 1.23
N -22.13 5.64 -3.14
H -25.09 5.51 -1.55
H -24.59 5.30 -3.16
H -24.53 6.94 -2.38
H -22.63 6.68 -1.39
H -21.45 4.69 -0.77
H -22.70 3.62 -1.64
H -22.13 2.97 0.98
H -23.23 3.82 2.09
H -21.74 4.57 1.60
H -21.15 5.79 -2.89
H -22.34 6.48 -3.68
C -26.61 10.45 -7.48
C -27.56 10.03 -6.34
C -26.94 10.12 -4.96
O -25.85 9.23 -4.80
C -26.23 7.87 -4.68
N -28.78 10.86 -6.35
H -27.24 10.64 -8.35
H -25.76 9.80 -7.65
H -26.20 11.45 -7.24
H -27.90 9.02 -6.59
H -27.74 9.83 -4.26
H -26.62 11.13 -4.74
H -26.69 7.52 -5.60
H -26.85 7.68 -3.79
H -25.27 7.39 -4.51
H -29.31 10.72 -7.20
H -28.52 11.84 -6.28
C -18.23 8.76 -9.57
C -17.71 9.09 -8.18
C -16.18 9.21 -8.27
O -15.58 9.84 -7.17
C -15.62 9.06 -5.99
N -18.32 10.32 -7.70
H -19.33 8.79 -9.57
H -17.94 7.78 -9.94
H -17.93 9.50 -10.31
H -18.02 8.32 -7.48
H -15.85 9.76 -9.16
H -15.71 8.22 -8.40
H -15.20 9.66 -5.18
H -15.06 8.13 -6.14
H -16.63 8.73 -5.72
H -17.81 10.67 -6.90
H -18.46 11.05 -8.38
C -16.83 15.44 -11.19
C -16.44 14.19 -10.41
C -17.63 13.34 -10.07
O -18.38 13.93 -9.04
C -19.75 13.63 -9.04
N -15.51 13.38 -11.19
H -17.33 16.19 -10.60
H -17.54 15.14 -11.98
H -15.98 15.88 -11.71
H -16.01 14.53 -9.46
H -17.29 12.33 -9.80
H -18.25 13.21 -10.97
H -19.90 12.56 -9.22
H -20.23 14.19 -9.86
H -20.28 13.91 -8.13
H -15.20 12.56 -10.68
H -14.66 13.90 -11.39
C -27.85 2.71 -5.41
C -26.97 3.79 -6.05
C -25.63 3.17 -6.42
O -24.83 4.04 -7.21
C -24.15 4.99 -6.41
N -27.59 4.25 -7.28
H -28.44 2.19 -6.16
H -28.52 3.13 -4.66
H -27.21 1.97 -4.91
H -26.87 4.55 -5.26
H -25.83 2.26 -6.99
H -25.08 2.90 -5.51
H -24.69 5.23 -5.50
H -23.95 5.90 -6.98
H -23.16 4.60 -6.12
H -28.43 4.80 -7.07
H -26.99 4.93 -7.75
C -18.85 7.60 -3.59
C -18.61 6.10 -3.44
C -17.23 5.66 -3.86
O -16.84 6.14 -5.12
C -17.60 5.61 -6.18
N -19.01 5.66 -2.08
H -19.86 7.88 -3.32
H -18.75 7.83 -4.66
H -18.10 8.16 -3.02
H -19.34 5.64 -4.11
H -17.09 4.57 -3.81
H -16.46 6.00 -3.15
H -17.12 5.89 -7.12
H -18.56 6.11 -6.27
H -17.66 4.52 -6.15
H -18.28 5.95 -1.43
H -18.99 4.65 -2.07
C -26.76 15.19 -9.75
C -25.28 15.48 -9.60
C -24.46 14.36 -9.00
O -24.56 14.36 -7.61
C -23.55 13.55 -7.03
N -24.69 15.85 -10.91
H -27.26 16.16 -9.84
H -27.10 14.65 -8.87
H -27.00 14.63 -10.65
H -25.18 16.36 -8.95
H -23.43 14.45 -9.37
H -24.85 13.42 -9.43
H -23.83 13.15 -6.06
H -22.65 14.16 -6.88
H -23.34 12.69 -7.67
H -25.23 16.54 -11.41
H -23.74 16.16 -10.74
C -26.87 11.57 -11.14
C -25.37 11.56 -11.36
C -24.87 10.28 -12.03
O -25.47 9.15 -11.46
C -24.58 8.07 -11.29
N -24.89 12.73 -12.06
H -27.19 10.63 -10.69
H -27.36 11.64 -12.12
H -27.27 12.36 -10.51
H -24.94 11.44 -10.34
H -23.78 10.27 -11.88
H -25.02 10.31 -13.12
H -24.17 7.73 -12.25
H -25.13 7.28 -10.78
H -23.77 8.34 -10.60
H -23.91 12.67 -12.31
H -25.02 13.56 -11.49

Need the numbers? Relative energies in kJ/mol: entry P 294.4; entry Q 0.0.

Entry P
29
Properties=species:S:1:pos:R:3 method="wB97M-V/def2-TZVPD" gap_ev=9.834 homo_energy_ha=-0.3510
C -2.45 -1.15 0.26
C -1.05 -0.75 -0.19
C -2.52 -1.84 1.62
C 0.99 0.56 -0.49
C 2.12 -0.20 0.19
C 1.20 2.00 -0.44
C 0.47 2.82 -1.39
C 0.85 2.57 0.96
H -2.21 -2.44 -1.54
H -3.68 -0.93 -1.46
H -3.09 -0.27 0.47
H -1.78 -1.33 2.33
H -2.05 -2.88 1.46
H -3.46 -1.82 2.27
H -0.82 1.29 0.57
H 1.02 0.27 -1.62
H 2.28 2.24 -0.65
H 0.56 2.28 -2.38
H -0.71 2.87 -1.27
H 0.78 3.86 -1.57
H -0.22 2.34 1.20
H 1.42 2.30 1.84
H 0.79 3.65 0.85
H 1.06 -1.95 0.04
N -3.07 -1.91 -0.82
N -0.36 0.34 0.14
O -0.52 -1.57 -0.98
O 3.22 0.30 0.54
O 1.85 -1.55 0.58

Entry Q
29
Properties=species:S:1:pos:R:3 method="wB97M-V/def2-TZVPD" smiles="CC(C)[C@H](NC(=O)[C@H](C)N)C(=O)O" gap_ev=10.032 homo_energy_ha=-0.3507
C -2.61 -0.17 0.39
C -1.15 -0.39 0.09
C -3.28 -0.95 -0.64
C 0.97 0.63 -0.64
C 1.02 -0.71 -1.47
C 2.02 0.96 0.42
C 2.01 -0.10 1.69
C 3.36 0.89 -0.26
H -4.00 1.24 0.14
H -3.53 1.29 2.08
H -2.57 -0.98 1.27
H -4.37 -1.19 -0.41
H -2.69 -1.91 -0.82
H -3.47 -0.34 -1.57
H -0.91 1.60 -0.38
H 0.68 1.34 -1.48
H 1.78 1.99 0.93
H 2.73 0.24 2.45
H 0.99 -0.06 2.29
H 2.15 -1.28 1.50
H 3.29 0.00 -1.12
H 4.33 0.49 0.46
H 3.38 1.96 -0.77
H 1.61 -2.46 -1.57
N -3.15 1.14 0.89
N -0.42 0.71 -0.15
O -0.54 -1.46 0.34
O 0.42 -0.72 -2.62
O 1.94 -1.72 -1.04

Need the numbers? Relative energies in kJ/mol: entry P 0.0; entry Q 107.5.